1.
This record from OMol25 describes a molecular structure, C40H42BF2InN7O3S. The level of theory is wB97M-V/def2-TZVPD.

F_max = 2.5 eV/A
orbital gap = 7.20 eV
energy = -2971.37324 hartree
total charge = +1
energy above the lowest of the compared OMol25 structures with the same formula, charge and spin = 32.3 kcal/mol

Last column: Löwdin charge in e.
Cartesian coordinates (Å):
N: -2.02 0.37 0.15  0.008
C: -3.34 -1.15 1.52  -0.069
H: 3.27 2.60 -2.34  0.078
H: -3.14 1.63 -1.02  0.109
H: 5.13 -0.80 1.06  0.125
H: 5.25 -0.04 -3.29  0.112
C: -4.13 -5.89 5.13  -0.008
H: -1.82 3.95 -0.81  0.113
H: -0.76 1.86 -10.35  0.117
H: -5.20 -9.79 6.06  0.102
H: -1.86 2.84 -8.45  0.124
C: 1.39 3.77 -7.78  -0.080
O: 0.13 2.63 -0.04  -0.244
C: 4.98 1.63 -2.09  -0.393
H: -7.24 -7.09 3.26  0.115
N: -2.44 -4.02 3.55  0.194
C: 2.62 4.44 2.97  0.013
C: 1.91 3.97 1.78  -0.292
H: 5.50 -1.80 -1.28  0.153
H: -6.29 -8.87 7.17  0.083
H: -5.46 -0.95 1.41  0.103
H: 4.58 3.09 -0.60  0.111
H: -6.13 -5.03 2.52  0.113
H: 2.16 5.25 3.55  0.087
H: 3.06 3.40 -9.00  0.104
C: 0.20 5.72 1.96  -0.041
H: 4.62 1.12 2.45  0.096
N: 0.30 -0.79 0.94  0.025
In: 0.01 0.57 -1.15  0.824
N: -4.29 -3.02 2.88  0.170
C: 4.97 -0.79 -1.17  -0.354
N: 3.55 1.64 -2.42  0.058
C: -0.82 -2.37 2.41  -0.054
C: 5.52 0.21 -2.27  -0.103
C: 0.41 -2.96 2.71  0.020
C: -0.84 -1.28 1.49  -0.151
H: 3.69 4.62 2.74  0.114
H: 0.79 6.24 2.73  0.108
C: -4.59 -5.20 4.02  -0.187
C: -4.74 -7.09 5.57  0.003
H: 5.59 2.24 -2.74  0.132
H: 6.49 -0.01 0.23  0.126
C: -0.76 2.97 -8.58  -0.128
H: 0.40 -3.87 3.30  0.124
C: 5.17 2.18 -0.70  -0.119
C: 4.70 1.19 0.36  -0.412
C: -1.75 5.64 0.57  -0.028
H: -4.43 -7.57 6.53  0.127
C: 2.00 3.23 -8.89  -0.087
H: -1.23 7.32 1.95  0.110
C: -0.97 6.31 1.58  -0.070
C: -5.83 -7.51 4.85  -0.291
C: 1.45 -1.36 1.32  -0.134
H: -5.25 -2.70 2.90  0.169
H: 6.21 2.36 -0.51  0.124
N: 4.92 1.75 1.71  0.038
H: 5.91 2.00 1.82  0.103
H: -3.24 -5.48 5.58  0.111
F: -1.62 2.45 -4.29  0.147
H: 3.42 2.85 1.38  0.072
O: 2.50 3.07 1.08  0.114
S: -0.95 4.21 -6.22  1.066
H: 1.82 2.07 -10.67  0.119
C: 1.25 2.55 -9.84  -0.074
C: 0.64 4.47 1.45  -0.070
H: 3.57 1.09 0.26  0.135
H: 3.16 -0.25 -1.66  0.002
C: -4.46 0.47 0.16  -0.018
H: 1.95 4.33 -7.04  0.110
C: -3.76 -4.09 3.53  -0.265
C: 1.55 -2.45 2.14  -0.037
H: 3.34 -1.80 -1.91  0.078
O: -6.59 -8.59 5.13  -0.087
C: -4.54 -0.54 1.07  0.026
C: -6.22 -9.40 6.24  -0.074
C: -0.12 2.41 -9.64  -0.093
C: 5.40 -0.15 0.17  -0.130
C: -3.29 -2.22 2.44  -0.159
H: 2.56 -2.84 2.36  0.124
C: -2.09 -0.67 1.10  -0.109
F: 0.17 1.84 -5.50  0.207
H: -2.59 6.10 0.09  0.104
N: 3.54 -1.09 -1.23  0.045
H: 2.38 -1.00 0.89  0.073
C: -0.01 3.63 -7.62  -0.542
H: 3.44 1.41 -3.40  0.092
H: -5.33 0.91 -0.29  0.113
C: -2.14 -2.85 2.86  -0.132
C: -5.72 -5.60 3.35  -0.027
B: -0.79 2.71 -5.29  -1.028
C: -1.37 4.41 0.06  -0.020
C: -6.31 -6.81 3.72  0.027
C: -3.16 0.84 -0.28  -0.128
H: 6.61 0.18 -2.17  0.121
H: 2.61 3.51 3.60  0.131
H: -6.96 -10.27 6.26  0.118
C: -0.21 3.76 0.48  -0.331

=====

2.
This record from OMol25 describes a molecular structure, C40H42BF5NO8SeTcTe. The level of theory is wB97M-V/def2-TZVPD.

F_max = 6.8 eV/A
orbital gap = 5.16 eV
energy = -5480.59134 hartree
total charge = 0

Last column: Löwdin charge in e.
Cartesian coordinates (Å):
Tc: 0.68 0.18 -0.70  1.291
H: -0.15 -0.11 -8.26  0.101
H: -7.37 1.50 -0.77  0.075
H: -2.41 -2.34 -9.87  0.084
C: 0.55 -2.87 -0.56  -0.595
C: -5.10 -4.50 4.37  -0.018
C: -4.65 -4.17 5.64  -0.273
F: 5.34 1.72 -5.99  0.128
C: -0.17 1.21 2.25  -0.459
H: 1.56 -4.76 -0.68  0.086
C: -5.09 -0.95 -1.31  -0.019
C: 3.75 1.09 -2.22  -0.453
H: -1.89 -2.42 -5.07  0.122
H: -4.10 -4.72 1.23  0.053
C: -0.27 -0.33 -7.21  -0.020
C: -1.36 2.32 -0.60  -0.577
Se: 2.96 0.88 -0.50  0.857
H: -3.09 -3.20 6.73  0.113
H: -0.74 -1.86 -9.55  0.085
C: -5.82 -0.02 0.75  -0.020
C: -3.48 -3.44 5.75  -0.019
H: -2.48 0.55 -1.22  0.135
H: -2.23 -2.01 -1.60  0.060
C: -4.44 -4.08 3.23  -0.310
C: -6.98 0.69 -1.37  -0.047
H: -4.04 -2.67 -8.08  0.084
C: -2.36 1.15 -0.31  -0.082
H: 1.15 1.19 -6.67  0.122
C: -1.96 -2.18 -7.78  -0.561
H: -5.53 -3.70 1.42  0.079
C: -1.62 0.91 1.92  -0.124
C: -2.78 -3.01 4.63  -0.327
H: -2.21 1.83 1.99  0.160
O: 0.78 0.75 1.68  -0.009
F: 4.03 -0.61 -5.43  0.123
O: -1.73 3.48 -0.62  0.122
O: -0.18 1.87 -0.76  -0.201
C: -1.77 -1.74 -9.23  -0.066
H: 1.67 -3.75 -2.14  0.089
H: -1.05 -2.47 5.77  0.078
C: -4.11 -1.68 -0.66  -0.323
H: -4.99 -4.18 7.76  0.072
F: 3.06 -1.05 -2.92  0.073
H: -1.98 0.20 2.67  0.089
H: -3.77 -1.02 -7.54  0.091
O: -0.51 -3.42 -0.16  -0.156
H: -3.64 -2.35 -6.40  0.072
H: -0.47 -3.76 -7.87  0.091
C: -1.53 -3.65 -7.66  -0.042
C: -3.99 -1.57 0.73  -0.381
O: -0.51 -0.93 -3.20  0.136
C: 4.44 2.26 -2.53  -0.243
C: -4.94 -4.49 1.88  -0.071
H: -6.46 -4.35 6.78  0.080
B: 0.41 0.01 -2.78  -0.587
C: -4.81 -0.58 2.93  -0.051
H: -5.11 0.42 3.23  0.085
H: -5.57 -5.38 1.97  0.078
O: -0.06 2.01 3.31  0.160
O: -1.78 0.29 0.66  -0.256
H: -3.60 -2.75 -2.43  0.083
C: -1.51 -2.23 4.81  -0.092
H: -3.81 -0.77 3.33  0.030
Te: -2.28 -2.51 1.61  1.662
C: 1.69 -3.75 -1.05  0.012
H: -3.33 1.53 0.03  0.140
O: 0.92 0.70 -3.87  0.155
C: 4.84 1.51 -4.77  -0.121
H: -2.09 -4.26 -8.37  0.084
H: 0.87 2.18 3.52  0.151
C: -3.44 -2.05 -7.42  -0.044
H: -6.49 0.62 1.31  0.117
F: 5.66 3.61 -4.05  0.123
H: -1.72 -4.04 -6.66  0.076
C: 5.00 2.48 -3.78  -0.133
C: 3.65 0.12 -3.21  -0.261
C: 0.32 0.16 -4.98  -0.183
C: -5.96 -0.11 -0.63  -0.274
C: -1.14 -1.34 -6.81  -0.171
C: -5.40 -4.62 6.86  -0.053
H: -6.55 1.10 -2.28  0.079
C: 0.47 0.43 -6.32  0.027
H: -2.96 -3.46 -0.94  0.045
H: -5.48 -1.29 3.40  0.095
H: -6.00 -5.10 4.27  0.119
C: -3.18 -2.53 -1.46  -0.078
H: -2.06 -0.70 -9.36  0.086
H: -5.35 -5.71 6.94  0.082
C: -0.55 -0.85 -4.56  -0.179
H: -5.19 -1.04 -2.38  0.119
H: -1.70 -1.16 4.80  0.074
C: 4.17 0.33 -4.48  -0.137
F: 4.57 3.19 -1.58  0.078
H: 2.64 -3.33 -0.73  0.081
C: -3.29 -3.29 3.36  -0.394
H: -7.82 0.05 -1.67  0.084
N: 0.76 -1.59 -0.58  -0.067
C: -1.27 -1.62 -5.45  0.061
H: -0.80 -2.47 4.02  0.038
C: -4.85 -0.73 1.44  -0.296

=====

- The highest energy belongs to which entry?
  C40H42BF2InN7O3S

=====

- Which value of total charge does entry 2 give?
  0

=====

- The highest F_max belongs to which entry?
  C40H42BF5NO8SeTcTe

=====

- Among the records above, which one has the lowest energy?
  C40H42BF5NO8SeTcTe